{"formula": "CH6N4O", "method": "ωB97M-V/def2-TZVPD", "elements": ["N", "C", "N", "N", "O", "N", "H", "H", "H", "H", "H", "H"], "xyz": [[1.060, 0.567, 0.135], [-0.052, -0.061, -0.135], [2.197, -0.328, 0.060], [-2.364, 0.565, 0.080], [-0.293, -1.369, 0.030], [-1.037, 0.831, -0.314], [0.592, -1.764, 0.150], [-0.337, 1.696, -0.022], [2.663, -0.166, -0.831], [2.846, -0.026, 0.781], [-2.865, 0.211, -0.731], [-2.410, -0.156, 0.798]], "spin_multiplicity": 1, "charge": 0, "relative_energy_kcal_mol": 75.2, "smiles": "N/N=C(\\O)NN", "lumo_energy_ev": 0.82}

=====

{"formula": "CH6N4O", "method": "ωB97M-V/def2-TZVPD", "elements": ["C", "N", "N", "N", "N", "O", "H", "H", "H", "H", "H", "H"], "xyz": [[-0.606, -0.007, 0.376], [3.088, 1.011, 0.029], [-1.653, 0.831, -0.034], [-0.351, -1.215, 0.042], [2.176, 0.353, -0.321], [2.284, -0.956, 0.141], [0.138, 0.322, 1.150], [3.728, 0.635, 0.604], [-1.812, 1.801, 0.308], [-2.454, 0.449, -0.549], [1.402, -1.288, 0.195], [-1.058, -1.406, -0.671]], "spin_multiplicity": 1, "charge": 0, "relative_energy_kcal_mol": 84.5, "smiles": "[H]/N=C\\N.[H]/N=N\\O", "lumo_energy_ev": 0.83}

=====

{"formula": "CH6N4S", "method": "ωB97M-V/def2-TZVPD", "elements": ["C", "N", "N", "N", "N", "S", "H", "H", "H", "H", "H", "H"], "xyz": [[0.796, -1.225, -0.108], [-1.198, 0.528, -0.235], [-0.102, 1.063, 0.332], [-2.114, 1.447, -0.445], [0.948, 0.169, 0.279], [2.470, 0.883, -0.004], [0.235, -1.853, 0.734], [-0.018, -1.178, -0.929], [1.730, -1.586, -0.530], [-1.867, 2.486, -0.345], [-3.003, 1.180, -0.789], [2.446, 1.404, 1.304]], "spin_multiplicity": 1, "charge": 0, "relative_energy_kcal_mol": 64.9, "smiles": "CN(S)/N=N/N", "lumo_energy_ev": [0.92, 0.92]}

=====

{"formula": "CH6N4S", "method": "ωB97M-V/def2-TZVPD", "elements": ["C", "N", "N", "N", "N", "S", "H", "H", "H", "H", "H", "H"], "xyz": [[-0.908, 1.531, 0.042], [1.179, -0.538, -0.178], [0.086, -1.097, -0.057], [2.347, -1.022, -0.062], [-1.149, 0.120, 0.387], [-2.597, -0.545, -0.133], [-0.879, 2.239, 0.907], [0.019, 1.635, -0.608], [-1.514, 1.875, -0.695], [2.644, -2.039, -0.071], [3.129, -0.450, -0.134], [-2.356, -1.708, 0.603]], "spin_multiplicity": 1, "charge": 0, "relative_energy_kcal_mol": 89.9, "lumo_energy_ev": 0.67}